Entry from the Open Molecules 2025 dataset: a 21-piece molecular cluster, C42H126O36 overall at a distorted geometry (the ωB97M-V functional and the def2-TZVPD basis).

Cartesian coordinates (Å):
O 2.722 -3.484 -5.492
O 0.381 -2.381 6.599
O -4.710 -0.237 -0.009
O 6.150 -3.372 1.204
O -5.093 2.878 3.897
O -3.020 5.551 0.899
O -1.432 -4.063 -1.166
O -0.284 -3.957 2.344
O -0.619 -3.834 -4.334
O -0.069 7.974 1.824
O 4.170 2.640 -1.672
O -0.813 2.135 -4.330
O 4.720 -4.943 2.986
O 3.530 -0.958 -5.957
O -2.569 -3.012 0.820
O 0.434 -1.307 -1.651
O 1.763 -0.128 5.960
O 1.488 5.249 4.829
O 0.796 -5.175 0.175
O -1.820 -1.542 -3.282
O 0.237 -5.006 4.989
O 4.531 -0.089 -0.535
O 1.087 -7.585 -1.900
O 1.851 2.894 -3.636
O 2.501 0.264 -2.825
O 1.485 -5.449 -3.787
O -5.312 0.073 3.057
O 0.471 3.274 2.260
O 5.309 -0.750 2.042
O -4.687 1.888 -3.334
O -2.458 2.285 3.379
O -3.409 -3.817 -3.348
O -0.920 5.602 3.152
O 2.442 1.031 3.552
O -0.360 1.686 5.195
O -6.316 -0.275 -2.813
C 0.692 4.460 0.141
C -4.088 0.600 -3.236
C -3.668 -4.497 -2.091
C 0.529 6.345 4.997
C 1.539 -2.081 7.293
C 4.277 -0.967 -1.577
C -3.286 -1.813 1.024
C -6.234 2.252 3.327
C 2.321 -4.409 -3.360
C -4.269 -1.582 -0.094
C -4.376 5.912 1.271
C -1.171 2.453 -3.005
C 0.538 3.152 0.851
C -0.816 8.018 -0.434
C 3.688 0.916 2.858
C 3.003 -0.341 -7.105
C 2.480 -1.327 6.331
C 1.614 -7.246 -0.641
C 4.688 -5.181 1.584
C 4.951 -3.949 0.747
C 0.311 8.095 0.442
C -5.165 -0.362 -3.690
C -1.369 3.979 -2.873
C 3.830 -0.241 -2.847
C 3.107 3.594 -3.740
C -0.456 -2.509 -4.940
C 0.755 -1.266 0.703
C 1.999 0.732 -6.825
C 0.746 -6.537 0.368
C -1.597 -1.546 -4.732
C -5.265 5.911 0.037
C 3.799 3.832 -2.379
C -6.361 0.808 3.666
C 0.058 -0.592 -0.457
C 0.883 -3.560 3.114
C 3.366 -4.182 -4.459
C -0.808 0.739 4.190
C -2.385 -5.051 -1.423
C 1.333 -4.684 4.069
C -0.876 5.937 4.518
C -2.255 0.956 3.893
C 4.144 -0.604 2.830
H 3.390 2.412 -1.121
H 4.360 -0.867 3.855
H 5.236 -1.500 -1.830
H 2.209 1.962 3.600
H 3.390 -1.896 -5.965
H 1.152 7.495 0.085
H -0.284 4.872 2.933
H 4.999 0.649 -0.935
H 1.277 4.524 5.427
H 2.040 -8.158 -0.260
H 0.090 -4.781 -0.363
H -6.754 0.594 -2.998
H -0.241 2.704 2.646
H -6.101 6.614 0.108
H 1.675 1.145 -7.816
H 2.262 -4.539 4.598
H 2.384 -4.157 -6.077
H -0.574 -0.268 4.587
H 0.673 -5.092 -4.102
H -2.142 1.966 -2.768
H 3.355 -1.229 2.449
H -7.139 2.741 3.757
H 2.625 -4.712 -2.312
H 1.393 2.489 0.597
H -0.495 8.136 -1.480
H -4.870 5.213 1.947
H -2.264 2.840 4.130
H 0.701 -2.643 3.638
H 5.098 -4.138 -0.315
H 0.727 4.211 -0.924
H -1.553 6.772 4.649
H -5.091 -2.287 -0.217
H -0.422 2.715 0.434
H -0.239 5.005 0.358
H -3.263 0.468 -3.898
H -1.507 8.771 -0.159
H -4.220 -3.867 -1.414
H -2.605 -0.951 1.116
H -3.877 -1.838 1.963
H 0.171 -4.422 1.561
H 1.864 -0.413 -2.626
H -2.960 0.733 4.683
H 1.767 -1.066 0.574
H 3.773 0.135 -7.722
H 4.438 1.561 3.295
H 1.116 -6.867 -2.536
H -2.763 -5.581 -0.534
H -0.317 -1.189 -2.263
H 4.264 -3.647 -4.114
H -1.225 5.063 5.105
H 2.475 -6.604 -0.832
H 0.782 9.105 0.387
H -2.593 0.362 3.070
H 0.486 -2.101 -4.525
H -0.395 7.102 2.092
H 0.923 7.164 4.372
H 1.725 -3.473 -3.281
H 2.842 4.599 -4.085
H 0.281 -3.303 6.326
H 3.835 3.102 -4.406
H 0.281 1.115 5.624
H -0.370 -2.733 -6.009
H 0.536 -2.312 0.845
H -1.968 -3.290 1.550
H 3.680 -5.144 -4.833
H 3.412 -1.060 6.832
H 2.045 1.930 -3.458
H -1.322 -0.603 -5.078
H 4.458 0.660 -3.074
H 2.548 -1.119 -7.693
H 3.202 4.480 -1.694
H -4.344 2.589 3.325
H -6.318 0.781 4.792
H -2.566 5.459 1.770
H 0.058 2.523 -4.386
H -2.841 -4.412 -3.834
H 2.085 0.151 5.076
H 0.481 -0.819 1.670
H -5.338 0.368 2.134
H -4.333 -5.370 -2.228
H 5.026 -0.455 1.151
H 2.721 -1.922 5.431
H -2.410 -2.290 -3.141
H 3.901 -0.988 -3.636
H 0.375 6.640 6.031
H -1.331 7.038 -0.347
H 1.739 -3.270 2.496
H -4.376 6.920 1.691
H -0.480 4.519 -3.259
H -2.486 -1.860 -5.292
H -2.174 4.237 -3.589
H -3.770 0.516 -2.157
H -4.876 -1.416 -3.614
H 2.347 1.637 -6.258
H 4.625 4.356 -2.674
H 3.466 -1.683 -1.337
H -4.235 2.444 -2.680
H 1.328 -1.547 8.222
H 1.479 -5.573 3.428
H 3.584 1.225 1.802
H -0.262 -6.887 0.284
H 3.741 -5.580 1.262
H 5.411 -5.953 1.351
H -1.825 -5.825 -2.010
H -7.306 0.414 3.233
H 5.610 -4.647 3.134
H -1.894 -3.410 -0.518
H -0.869 -3.693 -3.410
H -4.738 6.083 -0.899
H -6.276 2.375 2.228
H 0.346 0.469 -0.491
H 5.987 -2.517 1.645
H -1.047 -0.674 -0.299
H 1.131 0.437 -6.205
H 2.005 -3.019 7.609
H 1.136 -6.776 1.334
H -0.592 -5.045 4.459
H -0.212 0.950 3.242
H 4.161 -3.168 0.880
H -0.431 2.152 -2.266
H -5.145 -0.012 -0.857
H -5.468 -0.098 -4.713
H -3.676 -1.700 -1.022
H 1.377 5.251 0.453
H -5.712 4.909 -0.065
H -1.552 4.379 -1.862

For the HOMO-LUMO gap, the calculation gives 10.06 eV. The value obtained for the LUMO energy is 0.01016 hartree. The value obtained for the total energy is -119300.3318 eV. The HOMO energy is -0.360 Ha. The max |F| comes out at 3.40 eV/Å.

Atom charges from the Löwdin analysis, given in e for atoms 1 to 99: -0.070 -0.067 -0.070 -0.082 -0.074 -0.111 -0.122 -0.119 -0.095 -0.079 -0.081 -0.069 -0.051 -0.081 -0.071 -0.102 -0.110 -0.076 -0.075 -0.102 -0.095 -0.070 -0.055 -0.120 -0.075 -0.076 -0.086 -0.097 -0.083 -0.062 -0.071 -0.073 -0.119 -0.090 -0.064 -0.093 -0.079 -0.263 -0.167 -0.189 -0.254 -0.233 -0.207 -0.282 -0.212 -0.232 -0.293 -0.317 -0.300 -0.111 -0.167 -0.329 -0.195 -0.244 -0.238 -0.248 -0.361 -0.201 -0.073 -0.210 -0.195 -0.174 -0.050 -0.090 -0.237 -0.163 -0.093 -0.209 -0.255 -0.251 -0.217 -0.204 -0.218 -0.242 -0.176 -0.226 -0.204 -0.202 0.090 0.111 0.142 0.087 0.017 0.094 0.076 0.089 0.074 0.117 0.068 0.108 0.070 0.073 0.090 0.110 0.107 0.131 0.034 0.082 0.093



Entry from the Open Molecules 2025 dataset: C9H26GeN2Tl as an isolated structure at a distorted geometry (the ωB97M-V functional and the def2-TZVPD basis).

Cartesian coordinates (Å):
Tl -0.354 0.317 -0.516
Ge 1.179 -2.292 -1.844
N 0.410 0.383 1.865
N -0.459 2.764 -0.460
C -0.408 0.764 3.049
C -2.609 0.163 -0.445
C -0.287 3.393 0.886
C 0.032 -2.261 -3.462
C 0.321 -3.243 -0.324
C -0.690 2.258 3.144
C 1.558 -0.444 -1.315
C -1.325 2.910 1.916
C 2.856 -3.257 -2.179
H -1.376 3.008 -0.845
H 0.730 3.137 1.211
H 0.070 0.411 3.975
H 0.209 2.801 3.399
H -0.667 -2.849 -0.059
H -2.057 2.227 1.480
H 0.983 -3.194 0.548
H -3.046 0.910 -1.093
H 0.222 3.185 -1.109
H 0.696 -0.573 2.015
H -1.361 2.393 4.007
H -1.330 0.175 2.937
H 1.283 0.929 1.864
H 2.352 -0.368 -0.557
H -0.317 4.469 0.784
H 3.398 -2.923 -3.055
H -0.841 -1.631 -3.348
H 2.646 -4.315 -2.340
H 3.507 -3.164 -1.314
H 0.633 -1.887 -4.298
H 1.901 0.131 -2.174
H -0.270 -3.271 -3.737
H -2.896 -0.803 -0.850
H -1.899 3.760 2.239
H 0.200 -4.293 -0.552
H -2.995 0.278 0.558

For the HOMO-LUMO gap, the calculation gives 9.74 eV. The value obtained for the LUMO energy is -0.10128 hartree. The value obtained for the total energy is -73937.8279 eV. The HOMO energy is -0.459 Ha. The calculation puts the energy relative to the best compared isomer or geometry (same formula, charge and spin) at 0.00 kcal per mole. The max |F| comes out at 1.04 eV/Å. As for the total charge: +1.

Calculated atomic charges, method Löwdin, unit e: 1.052 0.713 -0.038 -0.061 -0.227 -0.203 -0.221 -0.205 -0.221 -0.191 -0.421 -0.176 -0.213 0.096 0.110 0.126 0.113 0.005 0.094 0.022 -0.014 0.107 0.082 0.127 0.123 0.100 -0.006 0.116 0.020 0.002 0.026 0.021 0.028 -0.011 0.027 -0.015 0.110 0.021 -0.019



Entry from the Open Molecules 2025 dataset: one molecule with the formula C3H5N3 (the ωB97M-V functional and the def2-TZVPD basis).

Cartesian coordinates (Å):
N 1.623 -1.183 0.672
N 0.329 -1.239 0.792
N 1.902 -0.099 -0.056
C 0.780 0.560 -0.412
C -0.235 -0.182 0.138
C -1.708 0.072 0.046
H -2.054 -0.034 -0.989
H -2.277 -0.624 0.667
H 0.790 1.464 -1.002
H 2.858 0.140 -0.270
H -1.946 1.091 0.372

For the HOMO-LUMO gap, the calculation gives 10.37 eV. The value obtained for the LUMO energy is 0.03228 hartree. The value obtained for the total energy is -7661.4743 eV. The HOMO energy is -0.349 Ha. The calculation puts the energy relative to the best compared isomer or geometry (same formula, charge and spin) at 22.63 kcal per mole. The max |F| comes out at 0.27 eV/Å. The SMILES is Cc1c[nH]nn1.

Calculated atomic charges, method natural (NBO), unit e: -0.061 -0.244 -0.330 -0.107 0.065 -0.640 0.222 0.237 0.224 0.414 0.221